[1]
A molecular structure, C16H17BrMoNO5, computed with ωB97M-V with the def2-TZVPD basis set.

```
41
Properties=species:S:1:pos:R:3:lowdin_charge:R:1
Mo -0.82008 0.69396 -1.09721 1.569
C -0.26909 1.66337 4.39292 -0.025
C 0.42161 1.55755 3.06461 -0.221
C 1.80363 1.63121 2.93392 0.026
C 2.41422 1.50148 1.69404 -0.047
C 1.59483 1.29746 0.61458 -0.711
Br 2.18786 1.00152 -1.14892 0.901
N 0.26643 1.23453 0.70291 -0.143
C -0.31003 1.35695 1.90443 -0.049
H 0.44990 1.82075 5.19371 0.086
H -0.82497 0.75121 4.61090 0.096
H -0.97551 2.49361 4.40246 0.092
H 2.41724 1.77861 3.81361 0.132
H 3.48687 1.53464 1.57577 0.123
H -1.38944 1.26743 1.92617 0.138
C -2.59882 3.69723 -2.17245 0.007
C -1.11078 3.70196 -2.14024 -0.403
C -0.31806 4.89705 -2.53971 0.023
O -0.49299 2.68796 -1.78630 -0.174
H -3.01832 4.64340 -2.49677 0.093
H -2.97366 3.43812 -1.17981 0.101
H -2.92889 2.89164 -2.83279 0.106
H -0.94361 5.73236 -2.83584 0.092
H 0.34522 4.61683 -3.36061 0.111
H 0.32438 5.18629 -1.70567 0.109
O -2.48818 0.70270 -1.09213 -0.465
O 1.49815 -4.04376 1.34403 0.086
C 0.89628 -4.37962 0.18149 -0.248
C 0.85455 -5.70805 -0.23806 -0.013
C 0.24062 -6.05286 -1.42510 -0.061
C -0.34666 -5.07764 -2.22370 -0.073
C -0.30674 -3.76219 -1.81320 -0.017
C 0.30869 -3.38384 -0.61429 -0.070
C 0.31910 -1.96288 -0.20304 -0.499
O 0.76862 -1.52602 0.82756 0.092
O -0.26244 -1.13762 -1.11603 -0.332
H 1.84156 -4.84305 1.75943 0.117
H 1.31111 -6.47132 0.38208 0.119
H 0.21920 -7.09099 -1.72979 0.113
H -0.83002 -5.34574 -3.15228 0.107
H -0.76181 -2.99423 -2.42067 0.113
```

Summary:
E_HOMO (spin up / spin down)   -10.87 / -10.87 eV
Multiplicity   3
Max |F|   0.9 eV/A
ΔE to the lowest compared entry with this formula, charge and spin   55.7 kJ/mol
Total charge   +1

***

[2]
3 unconnected molecules or ions with the total composition C5H13NO4 in a non-equilibrium geometry, computed with ωB97M-V with the def2-TZVPD basis set.

```
23
Properties=species:S:1:pos:R:3:lowdin_charge:R:1
C 1.41695 0.68912 -0.00866 -0.095
N 1.19679 -0.70972 -0.14336 0.176
C 1.92546 -1.54964 -0.93975 -0.233
O 1.86037 -2.74749 -0.87080 0.180
C 0.35857 1.53377 -0.83138 -0.123
C -0.89450 1.80493 -0.03675 -0.124
C -0.50861 2.44467 1.31139 -0.251
O -0.98852 2.31126 2.38092 0.156
H 1.21423 0.90289 1.05119 0.141
H 2.39454 1.08725 -0.24332 0.149
H 0.46978 -1.12912 0.42267 0.121
H 2.53536 -1.07596 -1.71593 0.166
H 0.11344 0.89955 -1.64892 0.103
H 0.82591 2.40989 -1.28012 0.137
H -1.29428 0.82449 0.23445 0.105
H -1.70140 2.36516 -0.51251 0.151
H 0.42290 3.07042 1.30085 0.155
H -0.04430 -2.57026 1.08835 0.024
H -1.43193 -3.26505 0.68823 0.069
O -0.97833 -2.45644 0.91360 -0.026
H -1.72655 -0.79408 -1.32097 0.000
H -3.25559 -0.56381 -1.14528 0.060
O -2.48801 -0.34165 -1.68404 -0.040
```

Summary:
E_HOMO (spin up / spin down)   -14.29 / -13.46 eV
Multiplicity   2
Max |F|   2.0 eV/A
ΔE to the lowest compared entry with this formula, charge and spin   267.0 kJ/mol
Total charge   +1

***

[3]
A molecular structure, C14H26N2OPdS in a non-equilibrium geometry, computed with ωB97M-V with the def2-TZVPD basis set.

```
45
Properties=species:S:1:pos:R:3:lowdin_charge:R:1
Pd 0.65117 -12.46270 -4.44806 0.594
C -1.62932 -13.15774 -1.93156 -0.254
C -1.12721 -11.74319 -1.63247 -0.150
N 0.23331 -11.44419 -2.23057 -0.131
C 1.33522 -11.71447 -1.37611 -0.311
C 1.72877 -13.21926 -1.30487 -0.375
S 1.81050 -14.01009 -2.96887 0.879
C 0.43294 -15.20492 -2.88347 -0.407
C -0.98240 -14.83032 -3.49549 -0.283
N -1.40370 -13.51682 -3.24599 -0.135
H -2.71377 -13.14710 -1.59207 0.136
H -1.27202 -14.00401 -1.33918 0.110
H -1.09379 -11.57081 -0.52801 0.125
H -1.81985 -11.05845 -2.11568 0.114
H 0.26313 -10.42038 -2.31940 0.118
H 1.16380 -11.35395 -0.33634 0.125
H 2.16351 -11.13514 -1.70997 0.081
H 0.89649 -13.71664 -0.86216 0.039
H 2.70947 -13.31230 -0.80053 0.090
H 0.40422 -15.46649 -1.83105 0.058
H 0.73087 -16.09247 -3.39216 0.060
H -1.68067 -15.60967 -3.21963 0.112
H -0.94074 -14.97955 -4.55456 0.083
H -2.03420 -13.17989 -3.93943 0.123
C 2.74303 -10.65907 -6.01510 -0.086
C 2.10998 -10.83713 -4.65139 -0.396
O 2.55235 -10.16454 -3.73483 -0.039
H 3.65393 -10.15893 -5.90519 0.044
H 2.02755 -10.05770 -6.57232 0.079
H 2.95008 -11.62021 -6.51403 0.066
C 0.92032 -12.56971 -9.66503 -0.066
C 0.77050 -13.86698 -8.88714 -0.675
C -0.57911 -14.52374 -9.24578 -0.066
C 1.85202 -14.77805 -9.38680 -0.090
C 0.79187 -13.59039 -7.45092 -0.182
C 0.65012 -13.42179 -6.26106 -0.145
H 0.79080 -12.81624 -10.76778 0.109
H 1.87855 -12.20246 -9.45917 0.056
H 0.21812 -11.81252 -9.42304 0.070
H -0.65861 -14.65921 -10.32480 0.074
H -1.32353 -13.85512 -8.79894 0.081
H -0.66189 -15.54150 -8.75055 0.101
H 1.79042 -15.17226 -10.41741 0.087
H 1.99694 -15.62810 -8.71566 0.082
H 2.85322 -14.26275 -9.42559 0.094
```

Summary:
E_HOMO (spin up / spin down)   -6.23 / -7.68 eV
Multiplicity   3
Max |F|   2.9 eV/A
ΔE to the lowest compared entry with this formula, charge and spin   56.6 kJ/mol

***

[4]
C5H5BrO2 in the gas phase in a non-equilibrium geometry, computed with ωB97M-V with the def2-TZVPD basis set.

```
13
Properties=species:S:1:pos:R:3:lowdin_charge:R:1
C 1.62257 2.80222 -0.01854 0.135
C 1.81318 1.70982 -0.48721 -0.173
C 0.12689 -1.48162 -0.18725 -0.406
C -1.36846 -1.23121 0.13510 0.013
C 2.01229 0.31826 -0.80918 -0.712
O 0.71533 -0.15328 -0.36517 -0.137
O 0.64960 -2.57205 -0.21310 0.100
Br 3.50688 -0.52460 0.10986 0.728
H 1.76079 3.88059 0.15129 0.058
H -1.42017 -1.12467 1.17848 0.057
H -1.86644 -0.35469 -0.21224 0.067
H -1.96468 -2.22828 -0.05792 0.131
H 2.03225 0.03079 -1.92173 0.138
```

Summary:
E_HOMO   -10.43 eV
Max |F|   3.2 eV/A
ΔE to the lowest compared entry with this formula, charge and spin   230.6 kJ/mol
SMILES   C#C[C@@H](Br)OC(C)=O

***

[5]
CH2FNO2 in the gas phase in a non-equilibrium geometry, computed with ωB97M-V with the def2-TZVPD basis set.

```
7
Properties=species:S:1:pos:R:3:lowdin_charge:R:1
C 0.72379 0.86389 -0.00977 0.105
N -0.14294 1.43359 1.05865 -0.433
O 0.43669 2.15313 1.83264 0.093
O -1.26415 1.04522 1.19174 0.125
F -0.29845 0.70471 -1.26563 -0.148
H 1.48343 1.45395 -0.48200 0.121
H 1.08518 -0.08763 0.39530 0.137
```

Summary:
E_HOMO   -11.92 eV
Max |F|   4.9 eV/A
ΔE to the lowest compared entry with this formula, charge and spin   239.0 kJ/mol
SMILES   O=[N+]([O-])CF

***

[6]
C3H4N2O2 in the gas phase in a non-equilibrium geometry, computed with ωB97M-V with the def2-TZVPD basis set.

```
11
Properties=species:S:1:pos:R:3:lowdin_charge:R:1
C 1.27131 -0.10000 -0.28179 -0.172
C -0.15133 -0.02793 0.23016 -0.306
C -1.04953 -0.81100 0.86300 -0.074
H 1.03755 0.78914 -2.14809 0.134
H 1.75506 0.90043 0.07074 0.147
H 1.71621 -1.05222 0.01620 0.115
H -1.17083 -1.88795 1.09565 0.151
N -1.84292 1.23778 0.63198 0.088
N -0.64462 1.20449 0.20447 0.056
O 1.21646 -0.14901 -1.75129 -0.123
O -2.13736 -0.10374 1.06895 -0.018
```

Summary:
E_HOMO   -10.28 eV
Max |F|   3.4 eV/A
ΔE to the lowest compared entry with this formula, charge and spin   394.4 kJ/mol
SMILES   OCc1conn1

***

[7]
A gas-phase ion, C4H11N2 (charge +1) in a non-equilibrium geometry, computed with ωB97M-V with the def2-TZVPD basis set.

```
17
Properties=species:S:1:pos:R:3:lowdin_charge:R:1
C 0.61998 -2.09350 0.63456 -0.090
C -0.57340 -1.65897 -0.21457 -0.219
C -1.06062 -0.23296 -0.01446 -0.152
N 0.06736 0.72742 -0.06640 0.073
C -0.07883 2.00369 -0.22846 -0.138
N 0.87092 2.90170 -0.40331 0.192
H 1.38257 -2.58042 0.02392 0.083
H 1.18195 -1.34416 1.19494 0.067
H 0.31879 -2.84659 1.36212 0.083
H -0.31681 -1.74764 -1.27554 0.115
H -1.43403 -2.32098 -0.14978 0.121
H -1.73932 0.02989 -0.82026 0.128
H -1.56311 -0.06813 0.93678 0.133
H 0.99242 0.34588 0.08622 0.150
H -1.11356 2.33214 -0.16080 0.173
H 0.60672 3.84241 -0.68957 0.145
H 1.83897 2.71023 -0.21538 0.136
```

Summary:
E_HOMO   -15.13 eV
Max |F|   1.0 eV/A
ΔE to the lowest compared entry with this formula, charge and spin   57.6 kJ/mol
SMILES   CCCNC=[NH2+]
Total charge   +1

***

[8]
A gas-phase ion, CH5NO2P (charge +1) in a non-equilibrium geometry, computed with ωB97M-V with the def2-TZVPD basis set.

```
10
Properties=species:S:1:pos:R:3:lowdin_charge:R:1
C 0.08767 -0.81231 -0.08514 -0.019
N -1.06431 -0.29226 -0.92547 0.195
O 1.56880 2.33593 2.13220 -0.385
O 0.52013 0.66341 0.60619 -0.445
P 1.55943 0.91992 1.95344 0.869
H -0.06418 -1.42128 0.73064 0.091
H 0.83135 -1.19969 -0.76818 0.125
H -1.84938 -0.85364 -1.24237 0.178
H -0.39432 0.01287 -1.80413 0.252
H -1.19518 0.64705 -0.59719 0.139
```

Summary:
E_HOMO   -14.73 eV
Max |F|   5.7 eV/A
ΔE to the lowest compared entry with this formula, charge and spin   126.3 kJ/mol
SMILES   [NH3+]COP=O
Total charge   +1